Formula: C38H69F9N6O6S
Source: OMol25
Level of theory: ωB97M-V with the def2-TZVPD basis set

Geometry (Å):
C  -1.496  -2.710  -9.336
O  -0.450  -1.775  -9.548
C  0.779  -2.122  -8.949
C  0.862  -1.565  -7.531
C  0.543  -0.071  -7.549
N  0.974  0.607  -6.307
C  0.270  0.644  -5.211
N  -0.950  -0.014  -5.091
C  -1.321  0.126  -3.635
C  0.052  0.381  -3.032
S  0.039  1.032  -1.359
O  -1.180  0.565  -0.794
O  0.401  2.410  -1.407
C  1.409  0.086  -0.454
F  1.904  -0.871  -1.255
F  0.821  -0.480  0.584
C  2.583  0.958  0.081
F  3.274  0.165  0.902
F  2.074  1.968  0.786
C  3.562  1.479  -1.026
F  2.934  1.414  -2.238
F  4.613  0.682  -1.087
C  4.060  2.938  -0.825
F  3.072  3.803  -1.052
F  5.050  3.170  -1.693
F  4.519  3.084  0.421
N  0.630  1.253  -4.065
H  -1.502  -3.469  -10.123
H  -2.439  -2.164  -9.358
H  -1.401  -3.213  -8.367
H  1.563  -1.682  -9.572
H  0.912  -3.209  -8.935
H  0.134  -2.079  -6.897
H  1.857  -1.734  -7.110
H  -0.524  0.095  -7.669
H  1.062  0.424  -8.370
H  1.863  1.087  -6.305
H  -1.629  0.499  -5.650
H  -1.780  -0.780  -3.249
H  -2.015  0.961  -3.534
H  0.578  -0.579  -3.054
H  1.571  1.601  -3.929
C  3.839  -3.725  5.622
C  4.797  -4.628  4.811
C  6.274  -4.297  5.083
C  6.793  -3.039  4.393
C  6.485  -3.080  2.899
C  4.993  -3.275  2.618
N  4.532  -4.512  3.336
O  4.792  -5.579  2.686
C  4.214  -2.021  3.025
C  4.751  -3.480  1.126
C  4.536  -6.071  5.232
H  3.230  -3.085  4.994
H  3.144  -4.338  6.195
H  4.380  -3.091  6.326
H  6.880  -5.147  4.754
H  6.404  -4.220  6.165
H  6.373  -2.141  4.853
H  7.873  -2.977  4.536
H  6.814  -2.160  2.407
H  7.039  -3.903  2.440
H  3.140  -2.175  2.897
H  4.527  -1.207  2.373
H  4.394  -1.695  4.046
H  5.352  -4.291  0.726
H  5.015  -2.557  0.603
H  3.701  -3.705  0.933
H  3.529  -6.381  4.953
H  4.628  -6.125  6.319
H  5.244  -6.763  4.786
C  -3.409  -3.493  0.826
C  -3.943  -2.376  -0.101
C  -3.663  -0.974  0.461
C  -4.587  -0.533  1.592
C  -6.048  -0.710  1.187
C  -6.371  -2.141  0.749
N  -5.413  -2.521  -0.350
O  -5.770  -2.085  -1.496
C  -6.295  -3.087  1.952
C  -7.785  -2.228  0.190
C  -3.217  -2.511  -1.437
H  -4.200  -4.113  1.232
H  -2.755  -4.164  0.270
H  -2.838  -3.086  1.661
H  -3.756  -0.252  -0.357
H  -2.620  -0.944  0.783
H  -4.365  -1.082  2.511
H  -4.398  0.519  1.813
H  -6.716  -0.442  2.009
H  -6.274  -0.031  0.360
H  -6.444  -4.122  1.642
H  -7.098  -2.823  2.641
H  -5.363  -3.022  2.506
H  -7.951  -1.507  -0.605
H  -8.490  -2.026  0.998
H  -7.986  -3.225  -0.203
H  -3.475  -3.449  -1.930
H  -2.142  -2.504  -1.233
H  -3.465  -1.691  -2.108
C  -0.711  7.870  1.828
C  -1.561  6.866  2.641
C  -0.702  6.025  3.602
C  0.089  4.897  2.945
C  -0.827  4.031  2.087
C  -1.585  4.843  1.034
N  -2.328  5.945  1.735
O  -3.434  5.549  2.233
C  -0.604  5.356  -0.027
C  -2.607  3.968  0.317
C  -2.561  7.672  3.465
H  -0.724  7.666  0.764
H  -1.109  8.877  1.948
H  0.328  7.882  2.159
H  -1.364  5.588  4.356
H  -0.031  6.705  4.131
H  0.916  5.297  2.350
H  0.544  4.283  3.725
H  -0.259  3.248  1.573
H  -1.553  3.526  2.732
H  -1.111  5.995  -0.752
H  -0.209  4.481  -0.542
H  0.241  5.904  0.380
H  -3.278  3.478  1.016
H  -2.074  3.204  -0.252
H  -3.209  4.563  -0.371
H  -3.263  8.196  2.818
H  -2.002  8.410  4.044
H  -3.128  7.046  4.149

Properties
**Orbital gap (spin up / spin down)**: 6.44 / 7.67 eV
**HOMO energy (spin up / spin down)**: -0.3479 / -0.3929 Ha
**Charge**: +1
**Electronic energy**: -97031.3188 eV
**Multiplicity**: 4

Löwdin atomic charge list, values in e, 2 entries: atom 1 (C): -0.0867, atom 2 (O): -0.1967